ORCA calculation (ωB97M-V/def2-TZVPD) on 10 unconnected molecules or ions with the total composition C62H138N6O14.

The geometry in ORCA input format:
```
! wB97M-V def2-TZVPD RIJCOSX def2/J DEFGRID3
* xyz 0 1
C -5.462 -2.855 1.753
C -5.929 -4.275 2.040
O -5.824 -5.034 0.847
O -6.143 -2.349 0.592
H -4.397 -2.901 1.512
H -5.641 -2.105 2.516
H -6.863 -4.340 2.605
H -5.224 -4.714 2.757
H -6.706 -5.132 0.478
H -5.895 -2.902 -0.155
C 0.713 4.116 -3.507
C 1.090 2.894 -4.326
O 2.280 2.282 -3.784
O 1.574 5.185 -3.922
H 0.920 3.860 -2.461
H -0.331 4.389 -3.670
H 1.416 3.249 -5.306
H 0.282 2.170 -4.297
H 2.886 3.013 -3.606
H 1.117 6.006 -3.723
C -1.566 -6.612 2.042
C -2.937 -6.413 1.396
O -3.034 -5.062 1.009
O -1.202 -5.500 2.842
H -0.847 -6.760 1.220
H -1.491 -7.498 2.669
H -3.698 -6.671 2.150
H -3.044 -7.156 0.598
H -3.835 -5.035 0.468
H -1.266 -4.720 2.279
C -3.249 -1.526 4.296
C -1.904 -1.014 4.780
O -1.189 -1.974 5.582
O -3.218 -2.876 3.880
H -3.528 -0.925 3.428
H -4.034 -1.438 5.056
H -1.936 -0.095 5.359
H -1.228 -0.828 3.935
H -1.106 -2.792 5.080
H -2.873 -3.421 4.594
C -5.737 -2.136 -3.418
C -4.915 -2.988 -4.383
C -4.114 -4.005 -3.544
C -4.973 -5.154 -3.070
C -5.576 -5.893 -4.262
C -6.376 -4.946 -5.151
N -5.606 -3.742 -5.422
O -6.362 -2.853 -6.238
C -6.613 -5.661 -6.485
C -7.756 -4.691 -4.504
C -3.857 -2.129 -5.064
H -6.300 -1.354 -3.930
H -5.063 -1.665 -2.697
H -6.442 -2.684 -2.789
H -3.300 -4.381 -4.177
H -3.598 -3.566 -2.685
H -5.837 -4.748 -2.526
H -4.543 -5.901 -2.399
H -6.212 -6.703 -3.893
H -4.789 -6.433 -4.803
H -7.399 -5.166 -7.055
H -5.669 -5.657 -7.036
H -6.888 -6.710 -6.365
H -8.186 -3.821 -4.999
H -8.386 -5.555 -4.723
H -7.729 -4.581 -3.422
H -3.216 -1.652 -4.312
H -4.297 -1.293 -5.613
H -3.172 -2.697 -5.692
H -5.863 -2.862 -7.060
C 0.289 1.155 2.050
C -0.007 1.053 0.563
C 1.331 0.905 -0.213
C 1.817 -0.511 -0.444
C 0.780 -1.526 -0.850
C -0.449 -1.421 0.052
N -0.866 -0.035 0.136
O -2.169 0.101 0.701
C -1.579 -2.221 -0.601
C -0.220 -2.072 1.429
C -0.619 2.354 0.047
H 0.690 2.140 2.316
H 0.970 0.437 2.506
H -0.640 1.140 2.638
H 1.275 1.425 -1.174
H 2.138 1.383 0.349
H 2.271 -0.808 0.517
H 2.715 -0.477 -1.066
H 1.181 -2.533 -0.709
H 0.498 -1.433 -1.902
H -1.178 -3.137 -1.039
H -2.379 -2.477 0.096
H -2.093 -1.692 -1.412
H 0.507 -1.558 2.054
H -1.173 -2.059 1.969
H 0.026 -3.132 1.323
H 0.064 3.206 0.072
H -1.504 2.632 0.629
H -0.924 2.245 -0.995
H -2.712 0.215 -0.085
C 6.652 6.623 -3.702
C 7.144 5.170 -3.536
C 8.230 5.117 -2.474
C 7.756 5.375 -1.058
C 6.733 4.292 -0.761
C 5.557 4.267 -1.752
N 6.117 4.221 -3.101
O 5.067 4.144 -4.061
C 4.851 2.919 -1.530
C 4.539 5.378 -1.521
C 7.745 4.735 -4.878
H 6.546 7.080 -2.715
H 5.655 6.728 -4.126
H 7.397 7.222 -4.220
H 8.668 4.107 -2.463
H 9.111 5.680 -2.808
H 7.199 6.316 -1.020
H 8.565 5.408 -0.333
H 6.296 4.326 0.245
H 7.148 3.276 -0.749
H 3.938 2.856 -2.120
H 5.526 2.182 -1.975
H 4.655 2.683 -0.487
H 3.708 5.256 -2.215
H 4.184 5.393 -0.487
H 4.958 6.376 -1.645
H 8.457 3.912 -4.789
H 8.275 5.592 -5.293
H 6.958 4.473 -5.584
H 5.236 3.321 -4.531
C -4.240 3.760 2.781
C -5.754 3.955 2.887
C -6.344 2.549 3.193
C -7.654 2.456 3.948
C -7.598 3.343 5.202
C -7.204 4.787 4.872
N -5.959 4.739 4.117
O -5.473 6.073 3.944
C -8.374 5.427 4.090
C -7.002 5.493 6.202
C -6.323 4.580 1.618
H -3.857 3.307 3.696
H -3.752 4.736 2.710
H -3.948 3.150 1.925
H -6.566 2.171 2.180
H -5.581 1.840 3.513
H -7.768 1.430 4.309
H -8.549 2.676 3.366
H -6.826 2.875 5.824
H -8.549 3.291 5.736
H -8.733 4.808 3.278
H -9.162 5.741 4.778
H -8.010 6.387 3.706
H -6.249 4.953 6.776
H -6.641 6.508 6.034
H -7.940 5.540 6.751
H -7.337 4.944 1.760
H -6.254 3.905 0.767
H -5.730 5.472 1.398
H -4.653 6.080 4.447
C 2.868 -3.367 7.314
C 3.732 -2.257 6.733
C 3.720 -2.494 5.214
C 4.273 -1.321 4.413
C 3.548 -0.029 4.808
C 3.501 0.235 6.307
N 3.074 -0.988 6.981
O 2.844 -0.739 8.350
C 4.873 0.728 6.804
C 2.463 1.307 6.555
C 5.163 -2.379 7.295
H 2.928 -3.398 8.407
H 3.250 -4.359 7.041
H 1.835 -3.375 6.964
H 4.247 -3.431 5.037
H 2.660 -2.580 4.949
H 4.112 -1.510 3.349
H 5.357 -1.281 4.564
H 2.521 -0.119 4.444
H 4.131 0.720 4.266
H 5.753 0.236 6.395
H 4.958 1.815 6.730
H 4.914 0.551 7.885
H 1.465 0.884 6.663
H 2.712 2.013 7.348
H 2.381 1.962 5.677
H 5.284 -1.681 8.124
H 5.923 -2.282 6.522
H 5.339 -3.340 7.790
H 1.940 -1.034 8.492
C 6.703 0.514 -4.218
C 5.492 0.079 -5.072
C 5.961 -0.610 -6.359
C 6.359 -2.074 -6.211
C 5.314 -2.887 -5.463
C 4.737 -2.198 -4.209
N 4.494 -0.771 -4.448
O 4.109 -0.175 -3.198
C 3.345 -2.794 -3.968
C 5.630 -2.507 -2.995
C 4.768 1.356 -5.535
H 6.511 1.449 -3.690
H 7.563 0.706 -4.859
H 6.971 -0.266 -3.508
H 5.288 -0.459 -7.203
H 6.906 -0.139 -6.647
H 7.322 -2.171 -5.704
H 6.438 -2.525 -7.202
H 5.686 -3.858 -5.128
H 4.465 -3.133 -6.108
H 3.344 -3.878 -4.108
H 3.102 -2.682 -2.902
H 2.544 -2.289 -4.500
H 5.435 -3.541 -2.701
H 6.673 -2.316 -3.232
H 5.268 -1.936 -2.138
H 3.910 1.069 -6.151
H 5.382 1.994 -6.173
H 4.374 1.890 -4.666
H 3.355 0.353 -3.492
*
```

Values from the calculation:
**Electronic energy**: -104128.82755 eV
**Relative energy (zero: lowest compared OMol25 entry of this formula, charge and spin)**: 69.3 kJ/mol
**Molar mass**: 1191.8 g mol⁻¹
**E_LUMO**: 0.3 eV

Mulliken population analysis, charges in e, atoms 1 to 99:
1 C 0.796
2 C -0.536
3 O -0.548
4 O -0.595
5 H -0.643
6 H 0.397
7 H 0.461
8 H 0.091
9 H 0.303
10 H 0.236
11 C -0.515
12 C -0.867
13 O -0.428
14 O -0.515
15 H 0.294
16 H 0.485
17 H 0.438
18 H 0.500
19 H -0.373
20 H 0.268
21 C -0.640
22 C -0.225
23 O -0.018
24 O -0.492
25 H 0.276
26 H 0.350
27 H 0.261
28 H 0.342
29 H -0.063
30 H 0.245
31 C -0.312
32 C 0.163
33 O -0.606
34 O -0.357
35 H 0.192
36 H 0.314
37 H 0.491
38 H -0.364
39 H 0.269
40 H 0.263
41 C -1.538
42 C 1.731
43 C -0.520
44 C 0.064
45 C -1.633
46 C 1.791
47 N 0.355
48 O -0.513
49 C -2.068
50 C -1.783
51 C -1.942
52 H 0.398
53 H 0.294
54 H 0.247
55 H 0.499
56 H -0.305
57 H -0.218
58 H 0.399
59 H 0.484
60 H 0.340
61 H 0.389
62 H 0.498
63 H 0.410
64 H 0.376
65 H 0.498
66 H 0.281
67 H 0.251
68 H 0.448
69 H 0.471
70 H 0.346
71 C -1.721
72 C 2.450
73 C -0.717
74 C 0.067
75 C -1.894
76 C 2.831
77 N 0.401
78 O -0.250
79 C -2.581
80 C -0.596
81 C -1.816
82 H 0.550
83 H 0.191
84 H 0.210
85 H -0.243
86 H 0.187
87 H -0.271
88 H 0.343
89 H 0.554
90 H 0.244
91 H 0.470
92 H -0.101
93 H 0.535
94 H -0.106
95 H -0.397
96 H 0.634
97 H 0.390
98 H -0.045
99 H 0.481